Molecular formula: C3H9N2O2
Method: DFT, ωB97M-V with the def2-TZVPD basis set

Atoms and positions in Å:
O (1.27969, -0.64455, 1.47244)
C (1.41836, 0.56540, 1.63025)
C (0.67294, 1.60397, 0.75374)
N (-0.60312, 1.08484, 0.20310)
H (1.97291, 0.98036, 2.45813)
H (0.54245, 2.50925, 1.28051)
H (1.25303, 1.89683, -0.08745)
H (-0.95277, 1.75718, -0.47410)
H (-0.43938, 0.12301, -0.23822)
H (-1.34488, 0.99825, 0.92539)
C (-1.26353, -1.91737, -1.54976)
N (-0.06800, -1.46417, -0.94834)
O (-1.76478, -1.33174, -2.54122)
H (-1.66464, -2.84062, -1.14240)
H (0.74028, -1.24898, -1.54086)
H (0.22144, -2.07165, -0.20123)

strongest force on any atom: 4.35 eV/A
net charge: 0
<S²>: 0.7529
DFT total energy: -10328.830 eV
HOMO level (spin up / spin down): -0.14603 / -0.29543 Eh
2S+1: 2

Atom charges from the Löwdin analysis, given in e for atoms 1 to 4:
1. O -0.159
2. C -0.421
3. C -0.220
4. N 0.126